(1)
The following is a quantum chemistry calculation of an isolated molecule of CH7N2OP at a distorted geometry, from OMol25.

Each line ends with the natural charge from an NBO analysis.
Atoms and positions in Å:
C -0.19 0.05 -1.88  -0.42
N -0.32 -0.66 1.99  -1.17
N -0.35 -0.56 -0.58  -0.91
O 1.29 0.97 0.98  -1.00
P -0.32 0.63 0.88  1.30
H -1.07 0.66 -2.09  0.19
H 0.70 0.67 -1.99  0.17
H -0.14 -0.75 -2.63  0.20
H -0.49 -0.36 2.95  0.38
H -1.03 -1.34 1.72  0.39
H 0.43 -1.19 -0.40  0.36
H 1.50 1.90 1.04  0.50

F_max: 3.1 eV/Å
SMILES string: CNP(N)O
LUMO: 1.00 eV
ΔE to the lowest compared entry with this formula, charge and spin: 5.8 kcal per mole
HOMO-LUMO gap: 9.709 eV


(2)
The following is a quantum chemistry calculation of a cluster of 2 separate species, C14H25FN2O3 in total at a distorted geometry, from OMol25.

Each line ends with the natural charge from an NBO analysis.
Atoms and positions in Å:
C -1.51 -1.26 0.20  -0.68
C -1.02 -0.35 -1.06  -0.25
N -0.22 -1.06 -2.12  -0.53
C 1.03 -1.73 -1.58  -0.23
C 2.06 -0.75 -0.78  -0.44
C 2.78 -1.40 0.54  -0.05
C 2.01 -2.54 1.44  -0.47
C 3.05 -2.49 2.75  0.11
F 2.38 -3.42 3.69  -0.38
C 2.92 -0.85 3.01  0.64
O 2.83 -0.23 4.19  -0.54
N 2.88 -0.26 1.58  -0.66
C -1.03 -2.05 -2.92  0.70
C -1.58 -3.51 -2.43  -0.76
O -1.30 -1.72 -4.22  -0.54
H -1.55 -0.53 1.15  0.23
H -2.63 -1.67 0.10  0.22
H -0.78 -2.13 0.51  0.20
H -0.53 0.62 -0.62  0.25
H -2.02 0.03 -1.60  0.22
H 0.68 -2.69 -1.00  0.18
H 1.62 -2.13 -2.54  0.22
H 1.62 0.29 -0.46  0.25
H 2.95 -0.49 -1.54  0.22
H 3.91 -1.53 0.26  0.21
H 2.25 -3.52 0.82  0.24
H 0.93 -2.36 1.84  0.27
H 4.15 -2.92 2.56  0.22
H 3.79 0.26 1.60  0.40
H -0.73 -4.33 -2.56  0.25
H -2.48 -3.84 -3.15  0.26
H -1.93 -3.57 -1.32  0.24
C -1.95 4.82 1.11  -0.43
C -2.54 4.79 -0.28  -0.43
C -1.63 3.81 -0.98  -0.07
O -1.16 2.88 0.01  -0.55
C -1.51 3.39 1.31  -0.07
H -2.65 5.16 1.88  0.22
H -1.08 5.49 1.13  0.20
H -3.56 4.38 -0.23  0.20
H -2.58 5.76 -0.76  0.22
H -0.75 4.31 -1.40  0.17
H -2.14 3.26 -1.78  0.19
H -2.33 2.77 1.70  0.16
H -0.65 3.30 1.98  0.19

F_max: 8.7 eV/Å
SMILES string: CCN(CC[C@@H]1C[C@H](F)C(=O)N1)C(C)=O.C1CCOC1
LUMO: 0.34 eV
HOMO-LUMO gap: 9.451 eV